Computed, not measured: a molecular structure, C38H64N9O2Si3W, with wB97M-V/def2-TZVPD.

Values from the calculation:
**LUMO energy**: -0.3418 hartree
**Total charge**: +3
**HOMO energy**: -15.8 eV
**Relative energy (zero: lowest compared OMol25 entry of this formula, charge and spin)**: 221.8 kJ/mol
**HOMO-LUMO gap**: 6.52 eV
**E_tot**: -83385.48801 eV

Each line ends with the Löwdin charge.
CARTESIAN COORDINATES (ANGSTROEM)
W -0.146 0.663 -0.082  1.833
C -3.384 -2.251 -1.202  0.010
C -2.443 -1.701 -0.198  -0.272
O -1.781 -0.512 -0.469  -0.349
C -2.175 -2.290 0.974  0.016
C -1.030 -1.999 1.777  -0.265
C -0.714 -2.991 2.856  0.004
N -0.166 -1.073 1.433  -0.016
N 1.114 -1.432 1.849  0.120
C 1.907 -1.204 0.877  -0.360
O 1.458 -0.482 -0.175  -0.246
C 3.289 -1.701 0.847  -0.163
C 4.076 -1.575 -0.294  -0.030
C 5.372 -2.068 -0.300  -0.042
C 5.883 -2.689 0.832  -0.038
C 5.093 -2.831 1.967  -0.042
C 3.797 -2.346 1.975  -0.029
H -2.958 -3.159 -1.630  0.112
H -3.598 -1.559 -1.998  0.025
H -4.321 -2.524 -0.717  0.123
H -2.749 -3.167 1.232  0.151
H -1.629 -3.480 3.184  0.091
H -0.208 -2.517 3.694  0.092
H -0.042 -3.762 2.472  0.113
H 3.680 -1.095 -1.176  0.091
H 5.981 -1.977 -1.187  0.120
H 6.892 -3.075 0.826  0.123
H 5.487 -3.332 2.839  0.122
H 3.170 -2.476 2.846  0.118
C -0.300 -2.098 -2.786  -0.146
Si -1.296 -0.591 -3.319  0.543
C -0.440 0.526 -4.562  -0.151
C -2.819 -1.227 -4.208  -0.152
C -1.721 0.408 -1.659  -0.361
Si -3.419 1.494 -1.861  0.546
C -3.533 2.882 -0.583  -0.179
C -3.628 2.061 -3.639  -0.165
C -4.993 0.492 -1.625  -0.157
Si -0.277 3.225 -1.088  0.649
C 0.105 4.940 -0.381  -0.169
C -1.266 3.686 -2.619  -0.189
C 1.189 2.543 -2.015  -0.363
C 2.082 3.114 -2.916  -0.026
C 2.925 2.299 -3.646  0.000
C 2.852 0.926 -3.461  -0.016
C 1.963 0.409 -2.541  -0.142
N 1.145 1.210 -1.824  -0.110
H 0.411 -2.361 -3.571  0.057
H -0.959 -2.958 -2.676  0.039
H 0.263 -2.003 -1.853  0.016
H -1.152 0.789 -5.344  0.049
H 0.357 -0.032 -5.051  0.053
H -0.014 1.448 -4.184  0.012
H -2.550 -1.275 -5.265  0.062
H -3.692 -0.586 -4.149  0.019
H -3.106 -2.231 -3.907  0.041
H -3.533 3.869 -1.042  0.040
H -2.751 2.865 0.181  -0.009
H -4.487 2.789 -0.063  0.049
H -3.941 3.105 -3.650  0.061
H -4.437 1.486 -4.085  0.047
H -2.773 1.976 -4.301  0.018
H -5.767 1.261 -1.719  0.070
H -5.190 -0.228 -2.415  0.043
H -5.150 0.008 -0.668  0.013
H -0.080 5.620 -1.214  0.052
H 1.141 5.070 -0.078  0.045
H -0.541 5.268 0.432  0.046
H -2.220 4.182 -2.472  0.033
H -1.388 2.867 -3.315  -0.006
H -0.600 4.409 -3.099  0.063
H 2.100 4.187 -3.045  0.130
H 3.619 2.718 -4.363  0.135
H 3.474 0.251 -4.032  0.133
H 1.881 -0.649 -2.383  0.094
C -2.019 2.344 4.988  -0.010
N -2.408 1.292 4.037  -0.036
C -3.363 0.354 4.644  -0.090
C -3.563 -0.691 3.565  -0.089
N -3.002 -0.063 2.365  -0.109
C -4.006 0.225 1.352  -0.052
C -2.181 0.992 2.724  -0.300
N -1.313 1.508 1.847  -0.009
C -0.715 2.773 2.289  -0.202
C 0.745 2.908 1.870  -0.210
N 1.231 1.701 1.186  -0.111
C 2.439 1.341 1.750  -0.339
N 2.581 1.017 3.040  -0.065
C 1.523 0.781 3.991  -0.010
C 3.986 0.843 3.406  -0.050
C 4.705 1.006 2.061  -0.046
N 3.619 1.375 1.147  -0.040
C 3.932 1.926 -0.149  0.023
H -2.682 2.241 5.845  0.104
H -2.171 3.342 4.587  0.104
H -0.998 2.224 5.352  0.093
H -4.279 0.884 4.916  0.141
H -2.926 -0.062 5.553  0.140
H -4.614 -0.920 3.406  0.138
H -3.043 -1.622 3.790  0.114
H -4.770 0.921 1.720  0.130
H -4.495 -0.706 1.075  0.096
H -3.535 0.658 0.480  0.018
H -0.708 2.811 3.362  0.065
H -1.303 3.629 1.939  0.119
H 1.364 3.130 2.743  0.135
H 0.872 3.760 1.222  0.042
H 1.426 1.624 4.680  0.104
H 1.758 -0.113 4.569  0.107
H 0.587 0.620 3.462  0.067
H 4.132 -0.146 3.840  0.126
H 4.286 1.594 4.138  0.140
H 5.193 0.092 1.720  0.116
H 5.439 1.812 2.079  0.141
H 3.076 2.484 -0.516  0.073
H 4.199 1.135 -0.850  0.088
H 4.779 2.604 -0.047  0.116